[1]
Below is a structure of composition C38H37N7O9PdSSi at a distorted geometry, with properties calculated with ωB97M-V/def2-TZVPD.

Element x y z (Å)
Pd1 0.14770 -0.47855 0.61475
C1 3.59420 6.12341 1.46765
C2 3.37858 4.66183 1.74777
C3 2.11690 4.18568 2.08736
C4 1.89915 2.83299 2.30501
C5 2.95324 1.94300 2.18327
C6 4.22688 2.39880 1.86875
C7 4.42948 3.75073 1.65273
S1 2.72273 0.19917 2.38978
O1 3.34561 -0.18514 3.62743
O2 3.18325 -0.41930 1.16819
N1 1.13376 -0.04267 2.41435
C8 0.34303 -0.02322 3.55602
C9 0.65156 0.51906 4.78191
C10 -0.26525 0.44486 5.85084
C11 -1.47428 -0.17546 5.72190
C12 -1.82515 -0.75517 4.48055
C13 -3.02410 -1.46978 4.26597
C14 -3.27018 -2.04577 3.05283
C15 -2.33480 -1.86732 2.02042
N2 -1.22774 -1.18691 2.17906
C16 -0.92948 -0.65350 3.39956
H1 3.05155 6.74507 2.17991
H2 3.23470 6.37921 0.46869
H3 4.65026 6.38485 1.51889
H4 1.28878 4.87905 2.17822
H5 0.91353 2.47257 2.56867
H6 5.04539 1.69641 1.77923
H7 5.42081 4.10704 1.39954
H8 1.61520 0.98200 4.93779
H9 0.01375 0.88657 6.79864
H10 -2.16444 -0.24210 6.55268
H11 -3.73205 -1.56742 5.08005
H12 -4.16760 -2.62030 2.86892
H13 -2.50443 -2.29617 1.03934
C17 0.10717 -3.38464 -0.64807
N3 -0.36073 -1.99328 -0.88881
C18 -0.59819 -1.48354 -2.02159
C19 -2.15769 0.98236 -1.14577
C20 -2.65015 2.22700 -1.43766
C21 -1.84298 3.11025 -0.68199
C22 -0.92399 2.33465 -0.00893
N4 -1.10377 1.00850 -0.29586
C23 1.35296 -3.60126 -1.46642
C24 2.57891 -3.18719 -0.95540
C25 3.72446 -3.29264 -1.73088
C26 3.64918 -3.82069 -3.01202
C27 2.42850 -4.24819 -3.51704
C28 1.27895 -4.13925 -2.74717
H14 -0.66026 -4.13666 -0.84259
H15 0.34509 -3.41622 0.41426
H16 -0.26966 -0.50019 -2.33690
H17 -3.47219 2.45803 -2.09494
H18 -1.92714 4.18385 -0.63616
H19 -0.13459 2.64785 0.65382
H20 2.64107 -2.75828 0.03951
H21 4.67277 -2.95857 -1.33072
H22 4.54301 -3.90406 -3.61669
H23 2.37116 -4.67059 -4.51189
H24 0.32519 -4.47227 -3.13767
O3 -6.10320 -5.15495 -0.37220
N5 -6.21370 -4.03626 0.07993
O4 -7.05662 -3.68077 0.87793
C29 -5.24854 -3.02186 -0.37273
C30 -4.24652 -3.39540 -1.24182
C31 -3.32770 -2.44521 -1.66686
C32 -3.41655 -1.09701 -1.21750
O5 -2.54181 -0.23244 -1.72524
C33 -4.43373 -0.80541 -0.30852
C34 -5.36322 -1.73502 0.10523
N6 -4.57339 0.52905 0.31618
O6 -5.47344 1.22537 -0.09572
O7 -3.83828 0.77364 1.24436
N7 -2.29370 -2.95323 -2.49512
O8 -1.33950 -2.06753 -3.01792
O9 -2.20502 -4.13472 -2.84081
H25 -4.16661 -4.41558 -1.58308
H26 -6.15386 -1.46470 0.79027
C35 1.85304 3.63978 -2.81167
Si1 1.97862 1.79276 -3.06823
C36 3.54865 1.33406 -3.98557
C37 0.50648 1.20253 -4.07821
C38 1.98762 1.00676 -1.39046
H27 1.87009 4.18320 -3.75863
H28 2.68235 4.00203 -2.19903
H29 0.92021 3.88000 -2.29527
H30 3.64813 1.91939 -4.90279
H31 3.54380 0.27639 -4.25933
H32 4.43223 1.51476 -3.37099
H33 0.47737 1.72071 -5.03993
H34 -0.43614 1.40938 -3.56235
H35 0.56660 0.13262 -4.29691
H36 1.95053 1.61160 -0.48970
H37 2.10825 -0.06242 -1.21638

The HOMO energy (spin up / spin down) comes out at -7.997 / -8.023 eV. As for the gap between HOMO and LUMO (spin up / spin down): 6.82 / 6.41 eV. As for the total energy: -3345.84987 a.u. The expectation value of S² is 6.026. Its spin multiplicity is 5. For the energy relative to the best compared isomer or geometry (same formula, charge and spin), the calculation gives 2.924 eV.

---

[2]
Below is a structure of composition C11H18AlI2O5RuSSi at a distorted geometry, with properties calculated with ωB97M-V/def2-TZVPD.

Element x y z (Å)
I1 -1.88794 0.27195 3.00800
I2 1.52046 -1.37488 2.05956
Ru1 0.94348 -0.47418 -1.69266
Al1 -0.72279 0.25299 0.51725
S1 -0.30828 -1.80571 -0.23399
C1 -0.68943 0.53491 -2.15200
C2 0.01021 1.74584 -2.44030
C3 -2.09768 -2.84887 -0.62064
C4 -1.79368 -4.16865 0.09129
C5 -2.15861 -2.94914 -2.13736
C6 -3.24548 -2.08073 -0.00106
C7 2.54017 0.43336 -2.12525
C8 1.18775 -1.56149 -3.15603
O1 0.12176 2.93434 -2.32518
O2 -1.82277 0.64058 -1.53857
O3 3.59055 0.86726 -2.43161
O4 1.60658 -2.27138 -3.98211
H1 -2.53133 -4.93581 -0.14678
H2 -1.84538 -4.06431 1.18331
H3 -0.84445 -4.60569 -0.22873
H4 -2.91391 -3.69933 -2.42453
H5 -1.19237 -3.28133 -2.54502
H6 -2.45263 -1.97326 -2.54747
H7 -4.20164 -2.57143 -0.25964
H8 -3.28506 -1.07670 -0.44116
H9 -3.15918 -2.00673 1.09828
C9 0.84631 3.07624 3.21253
Si1 1.36451 2.44696 1.52676
C10 1.78809 3.94514 0.46797
C11 3.05989 1.71181 1.99213
O5 0.33896 1.67184 0.45726
H10 1.52998 3.91057 3.44220
H11 0.94581 2.35127 4.02390
H12 -0.17632 3.45297 3.24100
H13 2.47280 4.58117 1.01955
H14 2.24630 3.62390 -0.46156
H15 0.88825 4.50438 0.23194
H16 3.05535 0.93159 2.75650
H17 3.61021 1.33848 1.12716
H18 3.66150 2.52206 2.43507

The HOMO energy (spin up / spin down) comes out at -21.650 / -22.793 eV. As for the gap between HOMO and LUMO (spin up / spin down): 6.53 / 4.92 eV. As for the total energy: -2424.70110 a.u. The expectation value of S² is 8.812. The net charge is +4. Its spin multiplicity is 6. For the energy relative to the best compared isomer or geometry (same formula, charge and spin), the calculation gives 3.866 eV.

---

[3]
Below is the molecule C3H9NS at a distorted geometry, with properties calculated with ωB97M-V/def2-TZVPD.

Element x y z (Å)
C1 0.32133 -0.03346 -2.65155
N1 0.67228 0.30817 -1.25105
C2 -0.51950 0.22238 -0.47689
S1 0.04466 -0.73474 1.07575
C3 -0.36613 0.66262 2.30021
H1 -0.66239 0.37468 -2.93400
H2 0.96002 0.67596 -3.28149
H3 0.26076 -1.13048 -2.72134
H4 1.14887 1.18986 -1.02695
H5 -1.30024 -0.38595 -0.90821
H6 -1.02722 1.03088 -0.01424
H7 0.16065 1.52194 1.90189
H8 -0.16081 0.24397 3.22034
H9 -1.41436 0.96853 2.27870

The HOMO energy comes out at -8.038 eV. As for the gap between HOMO and LUMO: 9.06 eV. As for the total energy: -572.57464 a.u. As for the SMILES: CNCSC. For the energy relative to the best compared isomer or geometry (same formula, charge and spin), the calculation gives 1.781 eV.

---

[4]
Below is the molecule C21H23NO4, with properties calculated with ωB97M-V/def2-TZVPD.

Element x y z (Å)
C1 -1.61983 -3.71504 2.23842
C2 -1.52949 -2.88505 1.21768
C3 -2.68323 -2.50816 0.32974
N1 -2.74274 -1.08144 0.13419
C4 -2.17789 -0.39330 -0.91516
C5 -1.50969 -1.07211 -2.05883
C6 -2.35316 0.93903 -0.68843
C7 -3.05120 1.07977 0.54417
C8 -3.38559 2.30725 1.23751
O1 -4.30411 2.43617 2.01923
C9 -2.46600 3.49922 0.93008
O2 -1.14216 3.10499 0.60488
C10 -0.50514 2.38489 1.54770
O3 -0.95200 2.20417 2.65629
C11 0.76916 1.82515 1.08434
C12 1.10153 1.72715 -0.20936
C13 2.29100 1.10833 -0.75445
C14 3.38177 0.72733 0.02794
C15 4.49833 0.13685 -0.52985
C16 4.55391 -0.09892 -1.90179
O4 5.59560 -0.67316 -2.55416
C17 6.72926 -1.06084 -1.81480
C18 3.46747 0.27746 -2.69731
C19 2.36518 0.87350 -2.13326
C20 -3.28043 -0.20450 1.01965
C21 -3.92977 -0.62786 2.28301
H1 -0.76777 -3.96379 2.84681
H2 -2.55087 -4.18907 2.50406
H3 -0.58998 -2.40989 0.96820
H4 -3.62370 -2.85459 0.76650
H5 -2.56044 -2.98620 -0.64736
H6 -0.65030 -1.65611 -1.72752
H7 -1.16058 -0.32119 -2.76178
H8 -2.19635 -1.73734 -2.58444
H9 -2.05648 1.73496 -1.34116
H10 -2.83845 4.04155 0.05762
H11 -2.47003 4.15928 1.80410
H12 1.37908 1.41713 1.87613
H13 0.40933 2.12191 -0.94063
H14 3.36633 0.90776 1.09136
H15 5.32216 -0.13435 0.11162
H16 7.19946 -0.20398 -1.32219
H17 7.42276 -1.48365 -2.53981
H18 6.48087 -1.82048 -1.06688
H19 3.52349 0.09193 -3.75835
H20 1.53574 1.16145 -2.76261
H21 -4.83870 -1.19659 2.08162
H22 -3.25740 -1.24743 2.87638
H23 -4.19894 0.25781 2.85088

The HOMO energy comes out at -7.941 eV. As for the gap between HOMO and LUMO: 8.10 eV. As for the total energy: -1169.70848 a.u. As for the SMILES: C=CCn1c(C)cc(C(=O)COC(=O)/C=C/c2ccc(OC)cc2)c1C. For the energy relative to the best compared isomer or geometry (same formula, charge and spin), the calculation gives 3.330 eV.

---

Q: The highest energy relative to the best compared isomer or geometry (same formula, charge and spin) belongs to which entry?
A: C11H18AlI2O5RuSSi

---

Q: Look up the energy relative to the best compared isomer or geometry (same formula, charge and spin) of the third one.
A: 1.781 eV

---

Q: Which formula does entry 2 have?
A: C11H18AlI2O5RuSSi

---

Q: Which of these has the highest energy relative to the best compared isomer or geometry (same formula, charge and spin)?
A: C11H18AlI2O5RuSSi